No. 1
DFT (the ωB97M-V functional and the def2-TZVPD basis) results for 2 unconnected molecules or ions with the total composition H2O5P2 in a non-equilibrium geometry.

## Properties
Molar mass ... 144.0 g mol⁻¹
Net charge ... -2

```
9
Properties=species:S:1:pos:R:3:lowdin_charge:R:1
O 1.918 0.416 -0.971 -0.223
O -2.644 0.651 -0.443 -0.562
O -0.500 1.781 -0.709 -0.532
O -1.006 -2.137 1.515 -0.542
O 1.182 -0.927 1.319 -0.580
P -0.353 -0.867 1.330 0.333
P -1.212 0.491 -0.623 0.238
H 1.029 0.597 -1.313 -0.088
H 1.585 -0.006 -0.105 -0.044
```

No. 2
DFT (the ωB97M-V functional and the def2-TZVPD basis) results for 2 unconnected molecules or ions with the total composition CH4BrClOP in a non-equilibrium geometry.

## Properties
Molar mass ... 178.4 g mol⁻¹
Net charge ... +1

```
9
Properties=species:S:1:pos:R:3:lowdin_charge:R:1
C 0.601 -0.537 -1.705 -0.152
O -2.257 0.061 -1.668 -0.214
P -0.979 0.091 -1.028 0.625
Cl -0.729 0.599 0.887 0.446
Br -0.252 1.218 4.000 0.334
H 0.612 -0.753 -2.750 0.071
H 0.967 -1.382 -1.180 0.066
H 1.491 0.047 -1.581 0.076
H 0.545 0.654 5.025 -0.252
```

No. 3
DFT (the ωB97M-V functional and the def2-TZVPD basis) results for Cl2H3P3 in the gas phase in a non-equilibrium geometry.

## Properties
SMILES string ... [PH2]#[PH]P(Cl)Cl
Molar mass ... 166.9 g mol⁻¹
Net charge ... 0

```
8
Properties=species:S:1:pos:R:3:lowdin_charge:R:1
P -1.617 -0.744 -0.573 0.396
P -0.226 0.137 0.853 0.185
P 1.590 -0.334 -0.276 -0.213
Cl 2.862 0.209 1.114 0.104
Cl 1.629 1.505 -1.293 0.027
H -2.731 -0.010 -0.036 -0.153
H -1.125 0.200 -1.505 -0.192
H -0.382 -0.964 1.717 -0.154
```

no.,HOMO-LUMO gap (eV)
1,6.41
2,7.35
3,9.12